1.
# C12H30ClI2N4P2Yb

C12H30ClI2N4P2Yb as an isolated structure (ωB97M-V with the def2-TZVPD basis set, the Open Molecules 2025 dataset).

Summary:
Charge: +2
Relative energy (zero: lowest compared OMol25 entry of this formula, charge and spin) in kJ/mol: 0.0
E_HOMO (alpha / beta) in eV: -12.627 / -12.623
LUMO level (alpha / beta) in eV: -7.22 / -7.22
Spin multiplicity: 2
Frontier orbital gap (alpha / beta) in eV: 5.41 / 5.40
Expectation value of S²: 0.76
Electronic energy in eV: -97706.089
F_max in eV Å⁻¹: 2.5

Structure (XYZ):
```
52
Properties=species:S:1:pos:R:3:forces:R:3:mulliken_charge:R:1
I 0.051754 -1.124369 0.945400 1.320 0.502 2.090 0.050
I -0.729742 -0.772029 -1.420098 -0.777 0.595 -2.191 -0.080
Yb 3.180765 -4.840764 -2.582681 0.541 0.188 0.025 1.297
P 2.772666 -1.461282 -1.504860 0.564 0.842 0.434 0.670
C 3.271707 0.346078 -1.575011 -0.172 0.153 -0.255 -1.182
C 4.269715 -2.014888 -0.594545 0.109 -0.336 0.009 -1.198
H 5.205641 -1.746650 -1.108513 -0.233 -0.125 0.227 0.356
H 4.279333 -1.625224 -3.451655 -0.216 -0.236 -0.182 0.362
H 4.220712 -3.103263 -0.410843 0.231 0.135 0.081 0.355
H 2.961459 -2.883559 -3.631353 0.178 0.739 0.024 0.149
H 3.202588 0.812391 -0.578609 0.033 -0.380 -0.241 0.373
H 4.255298 -1.545322 0.402455 0.050 -0.225 -0.330 0.345
C 3.228963 -1.866734 -3.241742 -0.009 -0.050 -0.510 -1.078
H 4.309094 0.488218 -1.954378 -0.650 -0.249 0.233 0.427
H 2.586462 -1.228029 -3.860559 0.211 -0.088 -0.034 0.347
H 2.584884 0.915740 -2.221077 0.199 -0.260 0.128 0.405
P -1.792825 -3.080566 0.758732 -0.848 -0.975 0.219 0.784
C -3.333615 -2.418720 1.425838 -0.199 0.034 -0.112 -1.108
C -2.166887 -4.096192 -0.668744 -0.179 -0.139 -0.537 -0.969
H -0.379906 -4.868956 1.406447 -0.230 0.147 0.288 0.329
H -1.966888 -4.916723 2.258814 0.304 0.068 0.055 0.408
H -0.686321 -3.751399 2.779533 -0.167 -0.285 -0.085 0.376
C -1.144179 -4.269593 1.926437 0.285 -0.107 0.279 -1.177
H -1.256559 -4.643842 -0.966691 -0.400 0.171 0.078 0.290
H -2.949856 -4.805692 -0.349766 0.244 0.114 -0.306 0.399
H -4.008608 -3.241236 1.714828 0.235 0.274 -0.088 0.413
H -3.820898 -1.797067 0.667641 0.027 -0.107 0.100 0.329
H -2.520536 -3.474793 -1.504593 0.026 -0.354 0.273 0.345
H -3.119676 -1.791233 2.292025 -0.033 -0.084 0.034 0.358
Cl 1.645697 -6.242336 -1.403322 -0.434 -0.145 0.299 -0.536
C -0.032564 2.619886 1.886829 -0.642 0.578 0.003 -0.818
N -0.515274 2.015032 0.627898 0.454 -0.522 0.001 0.583
C -0.003507 2.827214 -0.502076 -0.484 0.346 0.376 -0.715
N -0.491318 4.214607 -0.440447 0.023 -0.265 0.656 0.018
C -0.020281 4.784871 0.859673 -0.141 -0.177 -0.428 -0.659
N -0.491715 4.028759 2.032579 -0.224 -0.243 -0.695 0.040
C -1.987713 4.032659 1.963386 0.581 -0.034 0.148 -0.721
N -2.472171 3.402222 0.742271 -0.509 -0.513 0.013 0.095
C -1.985483 2.026875 0.657670 0.162 0.662 -0.141 -0.714
C -1.984246 4.190358 -0.393108 0.520 -0.532 0.042 -0.744
H 1.059864 2.539678 1.929910 -0.130 0.314 -0.065 0.292
H -0.444319 2.051471 2.726264 0.026 -0.026 -0.024 0.336
H -0.306137 2.372702 -1.447810 -0.104 0.003 0.004 0.259
H 1.094726 2.814876 -0.443876 -0.226 0.138 -0.052 0.283
H -0.441494 5.786004 0.881259 0.201 0.200 0.321 0.380
H 1.077138 4.829610 0.882544 -0.265 0.013 -0.157 0.316
H -2.336753 3.524964 2.868002 -0.252 -0.013 -0.256 0.315
H -2.385015 5.059138 1.927989 0.446 -0.232 0.409 0.364
H -2.395144 1.528166 -0.226337 0.117 0.254 -0.146 0.283
H -2.339051 1.450644 1.519697 0.109 0.165 0.109 0.308
H -2.398084 5.195444 -0.274263 0.323 -0.012 -0.218 0.347
H -2.351702 3.752852 -1.327165 0.007 0.079 0.096 0.316
```
Forces are in eV/Å.


2.
# C11H15NO

A 2-piece molecular cluster, C11H15NO overall (ωB97M-V with the def2-TZVPD basis set, the Open Molecules 2025 dataset).

Summary:
Relative energy (zero: lowest compared OMol25 entry of this formula, charge and spin) in kJ/mol: 78.2
E_HOMO in eV: -7.540
LUMO level in eV: 0.92
Structure (SMILES): Cc1c[nH]c2ccccc12.CCO
Frontier orbital gap in eV: 8.46
Electronic energy in eV: -15187.112
F_max in eV Å⁻¹: 1.3

Structure (XYZ):
```
28
Properties=species:S:1:pos:R:3:forces:R:3:mulliken_charge:R:1
C 2.278385 1.657904 0.389142 -0.611 0.310 0.072 -1.177
C 2.138219 0.196113 0.099279 0.254 0.052 0.034 0.472
C 2.700662 -0.502267 -0.928135 0.178 -0.029 0.344 -0.823
N 2.201737 -1.783014 -0.948514 -0.647 -0.665 -0.134 -0.045
C 1.167113 -1.881451 -0.041948 0.685 0.226 0.315 -0.086
C 0.170219 -2.844854 0.063704 -0.510 -0.240 -0.186 -0.906
C -0.880571 -2.572025 0.911342 0.183 0.444 0.669 -0.314
C -0.848531 -1.440085 1.746298 0.037 -0.457 -0.147 -0.892
C 0.097395 -0.458642 1.567046 -0.070 0.076 1.025 -0.310
C 1.172993 -0.684651 0.706841 -0.895 0.243 -0.865 1.104
H 2.240099 2.184289 -0.561342 0.207 0.300 -0.011 0.298
H 3.114931 2.034388 0.979452 0.337 -0.488 -0.174 0.302
H 1.405599 1.997379 0.953568 -0.105 -0.067 -0.105 0.243
H 3.421508 -0.205101 -1.669335 0.131 0.118 0.039 0.432
H 2.295679 -2.460319 -1.683875 0.264 0.219 -0.134 0.206
H 0.158786 -3.746507 -0.538232 0.068 0.145 -0.181 0.336
H -1.812206 -3.117534 0.938236 0.295 -0.714 -0.008 0.403
H -1.582701 -1.400976 2.545997 -0.187 0.505 -0.356 0.376
H -0.072015 0.478059 2.096137 0.490 -0.101 0.007 0.367
C -1.894269 2.521250 -0.421789 0.261 -0.367 0.042 -0.845
C -2.165134 1.254406 -1.221969 -0.569 -0.789 -0.632 -0.396
O -2.179654 0.080052 -0.403118 -0.114 0.237 -0.386 -0.424
H -2.698962 3.234745 -0.560245 0.199 0.402 -0.188 0.342
H -0.907393 2.910570 -0.654906 -0.086 0.445 -0.158 0.172
H -1.864838 2.301416 0.644481 -0.085 -0.272 0.014 0.289
H -3.087708 1.340094 -1.813569 -0.296 0.051 0.533 0.343
H -1.485210 1.016783 -2.044963 0.681 0.416 0.463 0.267
H -3.084134 -0.110023 -0.149583 -0.095 0.001 0.106 0.265
```
Forces are in eV/Å.


3.
# C4H11N3O

One molecule with the formula C4H11N3O (ωB97M-V with the def2-TZVPD basis set, the Open Molecules 2025 dataset).

Summary:
Relative energy (zero: lowest compared OMol25 entry of this formula, charge and spin) in kJ/mol: 370.8
E_HOMO in eV: -9.065
LUMO level in eV: 0.79
Structure (SMILES): [H]/N=C(/N)[C@H](C)N(C)O
Frontier orbital gap in eV: 9.86
Electronic energy in eV: -10841.368
F_max in eV Å⁻¹: 5.9

Structure (XYZ):
```
19
Properties=species:S:1:pos:R:3:forces:R:3:mulliken_charge:R:1
H 0.578006 2.383571 -0.274011 -0.102 -0.390 -0.157 0.326
N 1.408991 1.896803 0.056070 0.252 0.371 -0.499 -0.770
C 1.194786 0.716768 0.384023 3.459 -2.897 3.828 0.372
N 2.310760 -0.149561 1.029664 -0.735 2.007 -2.558 -0.512
C 0.044064 -0.161034 0.607077 -4.337 1.914 -2.814 0.314
C 0.139994 -1.632674 0.235998 -0.118 0.356 -0.040 -1.268
N -1.097563 0.672340 -0.271379 0.873 -1.031 2.071 -0.104
C -1.224583 0.266558 -1.653525 -0.114 -0.423 0.169 -0.880
O -2.357238 0.412615 0.380303 0.089 -0.160 -0.310 -0.482
H 3.208793 0.275452 0.842008 0.029 0.034 0.606 0.248
H 2.151534 -0.468986 1.973417 -0.042 0.312 -0.050 0.190
H -0.356921 -0.020589 1.615092 0.232 0.007 -0.098 0.245
H 0.774461 -1.780079 -0.635474 0.042 -0.069 0.068 0.252
H 0.526433 -2.211105 1.072402 0.138 -0.011 -0.096 0.399
H -0.859586 -2.004356 0.016053 -0.093 -0.016 0.036 0.439
H -1.590527 -0.762130 -1.766713 0.094 0.005 -0.027 0.329
H -1.939755 0.923222 -2.155504 0.173 0.030 0.060 0.289
H -0.241067 0.360892 -2.113360 -0.021 0.020 -0.109 0.288
H -2.670583 1.282291 0.657860 0.180 -0.057 -0.078 0.326
```
Forces are in eV/Å.


4.
# C5H9NO

One molecule with the formula C5H9NO (ωB97M-V with the def2-TZVPD basis set, the Open Molecules 2025 dataset).

Summary:
Relative energy (zero: lowest compared OMol25 entry of this formula, charge and spin) in kJ/mol: 145.0
E_HOMO in eV: -9.740
LUMO level in eV: 0.80
Structure (SMILES): [H]/N=C(/C)CCC=O
Frontier orbital gap in eV: 10.54
Electronic energy in eV: -8867.710
F_max in eV Å⁻¹: 0.6

Structure (XYZ):
```
16
Properties=species:S:1:pos:R:3:forces:R:3:mulliken_charge:R:1
H 0.072497 2.259740 0.714656 0.064 0.037 -0.114 0.281
N 0.917226 1.739020 0.466631 -0.290 -0.185 -0.255 -0.652
C 0.638466 0.751153 -0.285535 0.106 0.118 0.087 0.577
C 1.750239 -0.154830 -0.730182 0.127 -0.102 -0.050 -1.212
C -0.763266 0.348219 -0.733905 -0.020 0.189 -0.102 -0.709
C -1.363291 -0.738484 0.202649 0.079 -0.123 0.028 -0.526
C -0.787279 -0.471672 1.570989 0.276 -0.214 0.180 0.116
O 0.115660 -1.108664 2.056982 -0.600 0.139 -0.059 -0.473
H 2.591667 -0.097057 -0.037704 -0.134 0.047 -0.090 0.349
H 1.411949 -1.194109 -0.800423 0.044 0.139 0.006 0.296
H 2.096120 0.158148 -1.722289 -0.063 -0.088 0.062 0.350
H -0.710714 -0.036141 -1.757416 -0.104 0.042 0.107 0.275
H -1.424269 1.220539 -0.741632 0.174 -0.014 0.037 0.356
H -1.096923 -1.751648 -0.112020 0.097 0.184 0.056 0.317
H -2.458230 -0.661344 0.219246 0.234 0.034 -0.006 0.327
H -1.175832 0.444998 2.066943 0.011 -0.205 0.114 0.328
```
Forces are in eV/Å.


- The highest relative energy (zero: lowest compared OMol25 entry of this formula, charge and spin) belongs to which entry?
  C4H11N3O